# 1
Molecular formula: C28H47BrNP3V
Method: DFT, ωB97M-V/def2-TZVPD

Geometry (Å):
H1 0.102 2.438 -2.805
Br1 -7.119 3.009 2.174
H2 4.970 -0.687 1.513
C1 2.747 -2.186 0.331
P1 -1.425 -1.298 -0.811
C2 -2.578 -2.505 0.058
H3 4.176 1.181 -1.913
H4 1.739 0.578 -2.149
P2 2.159 -0.441 -0.029
C3 -0.509 -2.379 -2.045
C4 -4.557 3.659 1.045
H5 3.477 4.994 -0.290
H6 -1.945 -3.376 0.317
H7 -0.473 -4.127 -3.344
C5 4.868 0.256 0.947
H8 5.355 0.120 -0.031
C6 0.744 2.984 -0.790
H9 0.823 -0.795 5.327
H10 4.634 -0.532 -2.145
C7 -1.184 -3.604 -2.678
H11 -3.717 -1.650 -3.106
C8 -3.889 -2.946 -0.605
C9 3.897 -2.785 -0.488
C10 1.870 3.697 -2.826
H12 -0.727 0.943 4.706
C11 1.727 3.742 -0.097
H13 1.713 3.783 0.996
H14 1.992 0.401 4.637
C12 -1.324 1.814 0.441
H15 -1.484 1.175 3.117
H16 0.397 -2.704 -1.502
C13 -0.179 -2.067 2.955
H17 4.836 -2.222 -0.363
H18 -1.106 -2.136 2.372
H19 -0.395 -2.413 3.986
C14 2.473 -0.194 -1.860
C15 -4.792 1.359 1.837
C16 -2.676 2.103 0.843
P3 0.400 -0.345 2.952
C17 3.862 0.224 -2.360
H20 -4.454 -3.614 0.071
H21 4.087 -3.829 -0.176
C18 2.713 4.411 -0.824
H22 1.947 3.696 -3.923
C19 -2.563 -0.243 -1.864
H23 0.593 -2.720 2.499
H24 2.984 -2.199 1.412
H25 1.842 -2.811 0.223
H26 -3.399 0.039 -1.198
H27 -4.535 -2.079 -0.823
H28 -4.989 4.652 0.895
H29 -5.401 0.575 2.298
H30 2.184 -1.350 4.271
H31 -1.504 -4.328 -1.909
H32 0.074 2.005 3.476
H33 -3.692 0.027 -3.703
V1 -0.046 0.100 0.565
H34 -2.067 -3.333 -3.278
C20 -5.325 2.640 1.636
C21 1.442 -0.542 4.440
C22 -3.084 -0.755 -3.212
H35 5.434 1.030 1.496
C23 3.399 0.676 0.817
H36 -3.722 -3.491 -1.548
C24 -3.245 3.388 0.652
H37 -2.640 4.175 0.191
H38 -2.807 -2.020 1.023
H39 -2.255 -1.003 -3.898
H40 -0.153 -1.680 -2.825
H41 -3.031 0.113 1.584
C25 -3.476 1.102 1.441
H42 -1.991 0.692 -2.014
H43 2.971 0.846 1.819
H44 2.142 -1.129 -2.347
C26 0.835 2.990 -2.209
C27 -0.239 2.216 -0.109
H45 3.304 1.644 0.291
H46 3.655 -2.804 -1.564
N1 2.815 4.395 -2.168
C28 -0.517 1.078 3.625
H47 3.834 0.373 -3.455

Values from the calculation:
**Highest occupied orbital energy (alpha / beta)**: -13.907 / -13.923 eV
**Net charge**: +2
**Molecular weight**: 621.46 g mol⁻¹
**Multiplicity**: 4
**Gap between HOMO and LUMO (alpha / beta)**: 0.2450 / 0.2341 Eh
**Energy relative to the best compared isomer or geometry (same formula, charge and spin)**: 0.0 kcal per mole
**LUMO energy (alpha / beta)**: -0.26610 / -0.27754 Eh


# 2
Molecular formula: C28H47Cl3N2O3PSiTi
Method: DFT, ωB97M-V/def2-TZVPD

Geometry (Å):
C1 -0.059 -4.673 -4.975
H1 -2.263 2.830 -1.580
H2 0.730 4.210 -4.321
C2 1.002 3.337 -3.695
H3 -0.721 3.625 -1.148
H4 -0.450 -2.283 3.804
C3 -1.338 0.753 6.559
H5 -2.043 2.698 -5.087
C4 -2.095 -2.436 -4.927
C5 1.697 5.274 2.659
C6 -1.388 3.361 -1.989
H6 -0.800 -5.048 -5.704
C7 -2.139 -3.782 1.167
H7 2.950 -3.894 -1.555
C8 -0.595 6.251 2.438
H8 -2.919 -3.835 1.939
H9 -0.504 -4.672 -2.869
Ti1 1.222 1.416 0.488
H10 -2.147 1.375 2.815
C9 2.485 -1.384 -0.082
H11 2.336 0.019 4.147
O1 2.446 -0.183 0.320
H12 -3.128 1.907 6.981
C10 -2.758 1.723 4.855
H13 -0.009 7.167 2.334
Si1 -0.534 2.299 -3.260
H14 4.542 -3.085 -1.874
H15 -3.268 -2.490 -0.130
C11 0.503 -1.911 3.389
C12 -0.164 -3.727 -0.837
H16 2.404 5.000 1.872
H17 -1.243 3.924 1.572
H18 2.153 -1.187 -3.076
C13 -1.389 -3.047 -1.029
H19 0.665 -4.046 -5.512
H20 1.805 1.659 3.639
H21 -2.796 -1.934 -2.214
H22 3.899 -1.562 -3.070
C14 -0.778 0.479 4.220
H23 1.749 2.747 -4.258
H24 -3.641 2.293 4.567
H25 -1.113 0.575 7.611
Cl1 0.881 0.911 -1.609
H26 -1.376 -2.072 -5.668
O2 0.555 2.946 1.552
H27 0.575 -3.768 -1.637
C15 1.939 0.619 3.326
C16 -1.314 -2.841 -3.692
H28 -1.734 4.301 -2.466
H29 0.972 -5.067 0.417
C17 3.669 -3.128 -1.202
H30 1.501 3.711 -2.781
H31 -0.816 -5.205 2.134
H32 -2.800 -1.629 -4.708
C18 -0.499 0.230 5.575
H33 0.744 -2.495 2.490
Cl2 2.859 2.972 -0.101
P1 0.336 -0.149 2.919
N1 0.307 5.121 2.231
H34 0.498 -5.554 -4.625
H35 1.302 -2.032 4.139
C19 -1.581 1.769 -4.689
H36 -1.398 6.243 1.697
C20 -2.473 1.500 6.205
C21 -0.164 3.970 1.766
H37 -1.041 6.216 3.441
C22 -2.331 -3.029 0.017
C23 -0.602 -4.047 -3.755
N2 3.043 -1.808 -1.225
H38 2.615 0.561 2.457
C24 -1.772 -2.338 -2.257
H39 -2.376 1.083 -4.356
H40 -2.646 -3.302 -5.317
H41 2.085 -2.186 0.567
C25 3.097 -1.077 -2.502
H42 3.974 -3.338 -0.164
C26 -0.969 -4.548 1.283
H43 -0.999 1.289 -5.497
H44 1.836 6.323 2.910
O3 -0.832 -1.586 -2.963
H45 0.371 -0.363 5.863
H46 3.325 -0.013 -2.341
C27 -1.919 1.215 3.868
Cl3 -1.105 0.646 0.647
C28 0.046 -4.479 0.317
H47 1.909 4.683 3.555

Values from the calculation:
**Highest occupied orbital energy (alpha / beta)**: -3.582 / -3.589 eV
**Net charge**: 0
**Molecular weight**: 672.98 g mol⁻¹
**Multiplicity**: 2
**Gap between HOMO and LUMO (alpha / beta)**: 0.1177 / 0.1167 Eh
**Energy relative to the best compared isomer or geometry (same formula, charge and spin)**: 140.0 kcal per mole
**LUMO energy (alpha / beta)**: -0.01390 / -0.01525 Eh


The lowest energy relative to the best compared isomer or geometry (same formula, charge and spin) belongs to which entry? C28H47BrNP3V


Among the records above, which one has the highest net charge? C28H47BrNP3V


Which of these has the highest net charge? C28H47BrNP3V